Formula: C22H15ClN2ORu
Source: the OMol25 dataset
Level of theory: wB97M-V/def2-TZVPD

Values from the calculation:
Net charge: +2
Frontier orbital gap: 5.77 eV
Energy relative to the best compared isomer or geometry (same formula, charge and spin): 12.8 kJ/mol
F_max: 1.29 eV/A

XYZ file:
```
42
Properties=species:S:1:pos:R:3:forces:R:3:mulliken_charge:R:1
Ru 0.195309 0.429790 -0.991008 0.75 -0.69 0.22 0.65
Cl -2.947427 4.406272 3.972078 -0.17 0.10 0.29 -0.15
C -2.101412 3.712687 2.667611 0.26 -0.32 -0.33 0.11
C -1.939301 4.452408 1.484755 -0.14 -0.17 0.51 -0.59
C -1.254337 3.918994 0.420858 0.29 -0.48 -0.28 -0.53
C -0.740602 2.623360 0.508409 -0.23 0.49 0.92 0.47
O -0.115037 2.148190 -0.577303 -0.29 1.13 -0.56 -0.72
C -0.888940 1.880397 1.698890 0.48 -0.62 -0.50 0.34
C -0.184350 0.627821 1.877690 -0.44 1.01 0.33 0.41
N 0.494096 0.065694 0.948052 0.32 -0.94 -0.05 -0.01
C 1.450577 -0.975224 1.220171 -0.32 0.36 -0.20 0.54
C 1.760358 -1.531316 2.427622 0.12 -0.17 0.20 -0.93
C 2.788346 -2.500055 2.509089 -0.11 0.12 -0.08 -1.02
C 3.498781 -2.864282 1.399070 0.02 0.01 -0.04 -0.92
C 3.199666 -2.281774 0.142162 0.17 -0.23 0.02 0.88
C 3.888872 -2.574091 -1.057422 0.03 -0.04 0.14 -0.36
C 3.525427 -1.961120 -2.228207 -0.11 0.09 -0.10 -0.91
C 2.465248 -1.052442 -2.219768 0.09 0.05 -0.05 0.01
N 1.805341 -0.741131 -1.107522 0.29 -0.53 0.04 -0.14
C 2.161365 -1.351521 0.075158 -0.10 0.16 -0.12 0.72
C -1.565263 2.435807 2.777733 -0.44 0.72 0.26 -0.91
H -2.357951 5.447901 1.427084 0.01 0.01 -0.01 0.45
H -1.111352 4.470484 -0.498568 -0.01 0.03 0.03 0.49
H -0.163720 0.199695 2.876557 0.09 0.13 0.02 0.29
H 1.246671 -1.245084 3.335770 0.02 -0.02 0.00 0.37
H 3.017486 -2.939346 3.469571 0.00 0.00 0.00 0.43
H 4.298313 -3.590037 1.469834 0.00 0.00 -0.01 0.45
H 4.708626 -3.282293 -1.040307 -0.02 -0.01 0.00 0.49
H 4.031635 -2.169997 -3.159191 0.00 0.01 0.00 0.43
H 2.143314 -0.559422 -3.128387 0.01 -0.01 -0.02 0.47
H -1.660293 1.887572 3.706385 -0.02 0.03 0.00 0.47
C -3.571687 -0.862473 -2.919471 0.01 0.00 0.07 -0.34
C -2.505527 -0.165643 -3.458528 0.13 -0.05 0.06 -0.77
C -1.451131 0.092833 -2.587580 -0.11 -0.06 -0.44 0.18
C -1.474456 -0.328279 -1.269231 -0.49 -0.32 0.01 0.56
C -2.549786 -1.040545 -0.714301 0.04 0.08 -0.07 -0.65
C -3.590767 -1.295317 -1.573608 -0.10 -0.08 -0.01 -0.63
H -4.424755 -1.084044 -3.547866 -0.01 -0.01 0.02 0.43
H -2.502451 0.161484 -4.488003 0.01 0.00 0.00 0.45
H -0.555202 0.650886 -2.945057 -0.06 0.19 -0.26 0.55
H -2.570878 -1.372814 0.313895 0.03 0.02 0.01 0.48
H -4.452817 -1.844031 -1.217108 0.00 0.01 -0.01 0.45
```
Positions in Å, forces in eV/Å.

=====

Formula: C22H15F4N7O
Source: the OMol25 dataset
Level of theory: wB97M-V/def2-TZVPD

Values from the calculation:
Net charge: 0
Frontier orbital gap: 7.46 eV
F_max: 4.26 eV/A
Structure (SMILES): CNC(=O)c1ccc(-c2ccc3nnc(C(F)(F)c4cc5cn(C)nc5cc4F)n3n2)cc1F

XYZ file:
```
49
Properties=species:S:1:pos:R:3:forces:R:3:mulliken_charge:R:1
O 0.651159 5.258921 1.808230 -0.17 -0.86 -0.59 -0.64
F -1.286347 2.351933 -0.025714 0.80 -0.43 0.30 -0.25
F 0.818223 -3.916116 -2.438416 -0.55 0.33 0.58 -0.37
F -0.567335 -5.777191 -0.635393 0.33 1.08 0.35 -0.33
F -1.252205 -4.708228 1.129848 -0.69 0.08 0.43 -0.31
N 1.090322 -2.051221 1.191724 0.22 0.93 0.03 -0.60
N 2.949080 -5.022792 1.342331 0.36 0.53 0.28 -0.76
N 1.815762 -5.498905 0.780104 -0.55 0.83 -0.17 -0.38
N -1.850376 0.005547 -2.850366 -1.96 2.48 -0.02 -1.17
C 0.373062 4.454137 0.911409 -0.35 4.24 -0.18 0.18
C 1.896766 -1.089256 1.633331 0.70 -2.28 -0.07 0.51
C 2.793648 -3.722376 1.557773 0.88 -0.40 0.48 0.69
C 0.955293 -4.507160 0.637395 1.36 0.25 0.31 0.01
C 3.259623 -1.434259 2.145921 -0.42 -0.83 -0.75 -0.62
C 3.726142 -2.718608 2.112825 -1.95 -0.36 -0.89 -0.75
C -3.006589 -0.344235 -0.911845 -1.20 1.99 -1.52 -0.83
C 2.220166 1.413765 2.022301 -0.75 -1.19 -0.86 -0.71
C 0.250501 0.673920 0.812606 1.25 1.42 0.65 -0.28
C 1.861192 2.709234 1.794839 -0.03 1.02 -0.21 -0.85
C -0.113601 2.046280 0.609525 0.58 -2.19 0.46 0.19
C -0.157640 -3.086289 -1.984362 -0.17 2.02 -1.72 0.81
C 1.452593 0.334590 1.518776 -1.44 1.10 -0.72 0.66
C 0.701060 3.054883 1.074796 0.11 -1.22 0.02 0.68
C -0.835675 -3.367174 -0.780640 -1.17 -0.21 1.49 -0.35
C -0.460209 -1.942501 -2.745905 1.48 -1.76 0.48 -0.83
C -1.851309 -2.504955 -0.311128 1.24 -1.45 -0.87 -0.76
C -1.453763 -1.083462 -2.267149 1.06 -1.39 0.00 0.71
C -2.136448 -1.360396 -1.074946 0.69 -1.70 0.91 0.62
N 1.537958 -3.350549 1.149824 0.38 1.37 0.17 0.48
N -0.176082 4.938024 -0.273755 0.47 -0.95 0.52 -0.17
N -2.846943 0.462277 -2.019182 1.01 -2.12 1.85 0.71
C -0.422065 -4.592581 0.070203 -0.40 -0.04 -0.96 1.16
C -0.546202 6.339403 -0.524767 0.17 -0.17 1.30 -0.88
C -3.589028 1.640916 -2.270353 -0.62 0.46 -1.24 -0.81
H 3.968423 -0.685409 2.433111 -0.09 0.50 0.25 0.26
H 4.729496 -3.034475 2.411225 -0.48 0.19 -0.10 0.45
H -3.791275 -0.205571 -0.189358 0.02 0.30 0.03 0.43
H 3.143787 1.220912 2.491038 0.82 -0.15 0.65 0.33
H -0.319320 -0.113328 0.397460 -0.70 -0.58 -0.35 0.43
H 2.524982 3.516412 2.139559 -0.58 -0.36 -0.15 0.42
H 0.103445 -1.658161 -3.642313 -0.25 -0.45 0.36 0.46
H -2.452369 -2.750724 0.559887 0.41 0.01 -0.01 0.48
H -0.439861 4.245887 -0.951818 -0.06 0.07 -0.14 0.20
H -1.559658 6.532160 -0.119497 0.63 0.16 0.03 0.29
H -0.591874 6.544534 -1.580817 0.17 -0.22 -0.44 0.36
H 0.216757 7.014066 -0.067169 -0.78 -0.57 -0.21 0.27
H -2.926924 2.503834 -2.291755 -0.06 0.09 -0.03 0.24
H -4.039784 1.483042 -3.271411 0.00 0.57 0.56 0.33
H -4.366556 1.781249 -1.507983 0.32 -0.15 -0.28 0.30
```
Positions in Å, forces in eV/Å.

=====

Formula: C22H15GaI2N5OS
Source: the OMol25 dataset
Level of theory: wB97M-V/def2-TZVPD

Values from the calculation:
Net charge: +1
Frontier orbital gap: 6.80 eV
F_max: 0.28 eV/A

XYZ file:
```
47
Properties=species:S:1:pos:R:3:forces:R:3:mulliken_charge:R:1
Ga -0.222388 0.817097 -1.762564 0.01 0.03 0.20 0.57
N -3.262486 3.537638 -0.706192 0.06 0.06 -0.06 -0.39
C -2.476187 2.482065 -0.927457 -0.12 -0.06 0.03 0.63
S -1.593399 2.474066 -2.449496 -0.07 0.02 0.09 -0.40
N -2.469728 1.545391 0.006172 0.11 0.02 -0.11 -1.54
N -1.673306 0.509571 -0.333862 -0.02 0.04 0.03 0.76
C -1.641731 -0.592646 0.320477 0.00 -0.08 0.04 0.18
C -2.424798 -0.878842 1.540873 0.05 -0.01 -0.03 -0.02
C -3.810550 -0.751781 1.542277 -0.03 -0.01 -0.02 -0.16
C -4.525606 -1.022520 2.697488 0.01 0.01 0.02 -0.77
C -3.862282 -1.395736 3.859176 0.00 -0.01 -0.02 -0.44
C -2.479175 -1.509257 3.865530 -0.01 0.00 -0.02 -0.82
C -1.761475 -1.261416 2.705480 0.03 0.01 0.01 -0.22
C -0.740790 -1.610225 -0.294727 -0.08 0.02 0.02 0.90
C -0.635367 -2.910736 0.155818 -0.01 -0.09 0.04 -0.53
C 0.196751 -3.790304 -0.526610 0.01 -0.03 0.02 -0.61
C 0.896442 -3.354643 -1.638142 -0.03 -0.02 0.01 -0.81
C 0.733716 -2.041745 -2.044291 -0.02 -0.01 0.00 -0.09
N -0.067223 -1.204367 -1.385646 -0.02 0.01 -0.07 0.04
H -3.313049 4.290052 -1.369933 0.00 -0.01 0.03 0.21
H -3.804338 3.579588 0.141632 0.01 -0.03 0.00 0.24
H -4.324279 -0.446146 0.640986 0.00 0.00 0.00 0.46
H -5.603689 -0.933536 2.693768 0.01 -0.01 0.00 0.41
H -4.424649 -1.599090 4.760961 0.01 0.01 -0.01 0.41
H -1.959663 -1.792254 4.771204 0.00 0.00 -0.01 0.41
H -0.680342 -1.348174 2.710834 -0.01 -0.01 0.00 0.53
H -1.206615 -3.232531 1.013908 0.01 0.00 0.01 0.55
H 0.290588 -4.814188 -0.188785 -0.01 0.02 0.00 0.47
H 1.547231 -4.014182 -2.193411 0.00 0.01 0.00 0.44
H 1.237265 -1.634844 -2.912231 -0.01 0.01 0.01 0.54
I 3.463871 0.284997 -5.204319 0.01 0.00 0.00 0.09
C 3.524650 0.810677 -3.199727 0.07 -0.02 -0.06 -0.36
C 4.766730 1.031612 -2.562442 -0.08 -0.01 0.02 -0.26
C 4.843660 1.359911 -1.237957 0.13 0.01 0.01 -0.34
I 6.719816 1.666508 -0.381912 -0.01 0.00 0.00 0.13
C 3.658335 1.478602 -0.468279 -0.03 0.02 0.09 0.62
C 3.591288 1.796721 0.906506 0.05 -0.03 -0.05 -0.46
C 2.383857 1.871810 1.548818 -0.04 0.01 0.02 -1.19
C 1.210105 1.626913 0.827998 -0.02 0.04 0.04 0.21
N 1.241957 1.330143 -0.453698 0.04 0.03 -0.21 0.00
C 2.431847 1.256485 -1.120617 0.00 0.01 0.04 0.80
C 2.344257 0.929013 -2.508748 -0.20 0.03 0.08 -0.06
O 1.141064 0.750505 -3.040951 0.24 0.02 -0.14 -0.65
H 5.672712 0.934176 -3.144864 -0.02 0.00 -0.02 0.35
H 4.509409 1.977967 1.450185 0.00 0.01 -0.01 0.24
H 2.323573 2.118234 2.599069 -0.01 0.00 -0.02 0.42
H 0.233991 1.679418 1.297702 0.00 -0.01 -0.01 0.54
```
Positions in Å, forces in eV/Å.

=====

Formula: C22H15IrN6O2S3
Source: the OMol25 dataset
Level of theory: wB97M-V/def2-TZVPD

Values from the calculation:
Net charge: +2
Frontier orbital gap (spin up / spin down): 4.29 / 4.14 eV
Energy relative to the best compared isomer or geometry (same formula, charge and spin): 125.8 kJ/mol
F_max: 3.12 eV/A

XYZ file:
```
49
Properties=species:S:1:pos:R:3:forces:R:3:mulliken_charge:R:1
Ir 0.367217 -0.223644 -0.033015 -2.62 1.03 -0.27 1.02
S 5.017325 5.720339 0.242662 0.00 0.01 0.00 0.25
N 5.329280 4.148509 0.176093 0.32 -0.16 -0.04 -0.63
C 4.173387 3.520701 0.078934 -0.48 0.47 0.00 0.71
C 3.981712 2.101273 -0.079559 -0.13 -0.28 -0.14 0.32
C 5.026303 1.180269 -0.207333 -0.07 -0.03 0.02 -0.45
C 4.723286 -0.136036 -0.484818 0.02 0.14 -0.10 -0.89
C 3.392548 -0.507711 -0.620797 0.16 -0.01 -0.14 -0.55
N 2.386039 0.341267 -0.427195 -0.67 -1.02 0.92 -0.62
C 2.665516 1.636621 -0.159821 0.37 0.04 -0.06 0.14
C 1.538486 2.524234 -0.009280 0.06 0.62 0.15 0.23
N 0.319959 1.956378 0.073138 0.58 -1.74 -0.53 -0.58
C -0.752438 2.729639 0.143207 -0.46 -0.05 0.09 0.16
C -0.671438 4.119201 0.127800 0.13 0.05 0.08 -0.84
C 0.567203 4.720232 0.081034 -0.01 -0.10 -0.02 -0.62
C 1.707530 3.910546 0.035664 -0.25 -0.24 0.06 0.36
C 3.057816 4.411571 0.073693 0.56 -0.29 -0.01 0.76
N 3.416629 5.678586 0.154768 -0.21 0.25 0.05 -0.62
H 6.047939 1.523479 -0.109040 0.01 -0.01 -0.02 0.57
H 5.500856 -0.873837 -0.618303 0.00 0.00 -0.04 0.42
H 3.126732 -1.512595 -0.908178 -0.05 0.01 0.07 1.03
H -1.707365 2.229834 0.224332 0.04 0.01 -0.02 0.35
H -1.575617 4.707877 0.177039 -0.03 -0.04 -0.02 0.45
H 0.685319 5.795769 0.078480 -0.04 0.01 0.05 0.56
O -4.170555 0.647485 -0.272129 0.20 0.78 -0.05 -0.60
C -4.611322 -0.586044 -0.134586 0.06 -1.23 0.10 0.33
C -5.993227 -0.808145 -0.091205 0.23 0.26 -0.01 -0.78
C -6.474866 -2.089018 -0.017344 0.24 -0.26 0.01 -0.35
C -5.598934 -3.196333 0.034814 -0.05 0.01 0.01 -0.81
C -4.245198 -3.003425 0.053025 -0.31 -0.13 -0.05 -0.40
C -3.713939 -1.702206 -0.027405 -0.14 0.89 -0.20 0.49
C -2.294078 -1.473043 -0.016027 -0.73 -0.04 -0.21 0.99
O -1.788763 -0.299812 -0.205180 2.32 -0.32 0.74 -0.92
N -1.515867 -2.539816 0.182056 0.87 -0.38 0.52 -0.23
N -0.223090 -2.260123 0.292142 -0.06 2.84 -1.28 -0.23
C 0.552375 -3.348156 0.243704 0.83 -1.69 0.15 0.34
S -0.094781 -4.841475 -0.314810 0.33 0.55 0.19 0.12
C 1.381474 -5.820214 0.113275 -0.09 0.04 0.02 -0.61
C 2.600440 -4.932217 0.014545 -0.01 0.08 0.03 -0.57
S 2.187652 -3.320718 0.766997 -0.51 -0.08 -0.07 0.00
H -3.195449 0.634021 -0.332155 -0.31 0.02 -0.02 0.38
H -6.647668 0.051406 -0.134476 -0.02 -0.02 -0.03 0.46
H -7.543195 -2.257391 -0.002682 -0.01 0.01 -0.01 0.41
H -5.999135 -4.199818 0.056104 -0.03 0.02 0.07 0.42
H -3.572462 -3.845042 0.114139 0.01 -0.02 0.01 0.44
H 1.441447 -6.651817 -0.586793 -0.02 -0.01 0.00 0.41
H 1.241378 -6.207577 1.121475 -0.04 -0.01 0.01 0.37
H 2.895358 -4.744398 -1.016939 0.00 -0.01 -0.02 0.34
H 3.442981 -5.349625 0.563253 0.01 0.04 0.01 0.47
```
Positions in Å, forces in eV/Å.

=====

> Which of these has the highest F_max?

C22H15F4N7O

=====

> Look up the F_max of the first one.

1.29 eV/A

=====

> Look up the net charge of the fourth one.

+2